[1]
Entry from the OMol25 dataset: a cluster of 2 separate species, C12H16N2 in total in a non-equilibrium geometry (wB97M-V/def2-TZVPD).

- expectation value of S² = 0.76
- ΔE to the lowest compared entry with this formula, charge and spin (kcal per mole) = 51.9
- electronic energy (Ha) = -575.9858
- spin multiplicity = 2
- Kohn-Sham gap (spin up / spin down) (eV) = 8.487 / 3.952
- charge = +1
- HOMO (spin up / spin down) (eV) = -11.84 / -11.82
- LUMO level (spin up / spin down) (eV) = -3.35 / -7.87

Atoms and positions in Å:
C 0.6747 2.7171 0.7148
C 0.5260 3.1393 -0.7621
C 1.4728 1.5143 0.8195
C 1.3703 0.1833 0.7603
C 3.3142 0.7509 1.7428
N 2.7526 1.8796 1.3626
N 2.4348 -0.3212 1.4331
H 0.9582 3.7011 1.2875
H -0.2935 2.6487 1.3178
H 0.1040 2.4415 -1.4234
H 0.6289 -0.4991 0.3825
H 4.2696 0.7463 2.1739
H 2.6961 -1.3152 1.3993
H 1.6905 3.2567 -1.0259
H -0.0380 4.0001 -0.7773
C -1.6238 -3.5566 -1.8242
C -2.1307 0.1342 -0.1344
C -2.1398 -1.0036 0.7215
C -1.7343 0.0226 -1.4916
C -1.7956 -2.2543 0.2169
C -1.5562 -1.1809 -2.0195
C -1.6436 -2.2521 -1.1820
H -2.4033 1.1084 0.4084
H -2.4697 -0.9233 1.7318
H -1.6921 0.9204 -2.0139
H -1.8920 -3.1683 0.7746
H -1.3430 -1.4937 -3.1187
H -0.5970 -3.8814 -1.9724
H -2.0756 -3.4451 -2.8112
H -2.2577 -4.2915 -1.2753

Cartesian forces (eV/Å) of the 2 atoms listed first:
C -3.4141 2.1555 1.3261
C 4.3071 -1.0590 0.7476


[2]
Entry from the OMol25 dataset: a structure of composition C31H58B3Cl18NO3 in a non-equilibrium geometry (wB97M-V/def2-TZVPD).

- electronic energy (Ha) = -9854.8450
- Kohn-Sham gap (eV) = 8.707
- charge = 0
- HOMO (eV) = -8.59
- LUMO level (eV) = 0.12

Atoms and positions in Å:
C 0.0980 1.0102 0.7731
C 0.3206 1.6850 -0.5608
C 0.7890 0.9115 -1.6042
C 1.0229 1.4171 -2.8503
C 0.8157 2.7572 -3.0978
C 0.3505 3.5480 -2.0781
C 0.0909 3.0313 -0.8279
C -0.4634 3.9733 0.2401
B -1.6603 4.8178 -0.3877
O -1.6803 6.1909 -0.1605
B -3.0190 6.6153 -0.3135
N -3.7533 7.2755 0.7454
O -3.5943 6.3002 -1.5429
B -3.7283 4.9014 -1.5051
C -5.1504 4.2986 -1.8301
C -5.3889 2.8695 -1.2745
C -6.8123 2.7248 -0.6894
C -7.1566 1.2324 -0.4212
C -7.9050 3.2673 -1.6336
O -2.6162 4.1485 -1.1499
H -0.5474 0.1297 0.6901
H -0.3701 1.6553 1.5175
H 1.0796 0.7283 1.1747
H 0.9614 -0.1573 -1.4709
H 1.3634 0.7884 -3.6694
H 0.9784 3.2096 -4.0708
H 0.2023 4.5994 -2.3134
H 0.3088 4.6587 0.6096
H -0.8756 3.4527 1.1100
H -3.1264 7.2782 1.5521
H -4.4922 6.6259 1.0213
H -5.3286 4.3905 -2.9083
H -5.8622 4.9729 -1.3338
H -4.6954 2.6603 -0.4526
H -5.2630 2.1373 -2.0804
H -6.8733 3.3210 0.2321
H -6.2578 0.6325 -0.2668
H -7.8613 1.1572 0.4137
H -7.7238 0.8910 -1.2945
H -7.8260 2.8821 -2.6554
H -7.9279 4.3621 -1.6653
H -8.8784 2.9749 -1.2183
Cl 1.1432 7.0196 -1.2685
C 0.6509 8.1090 0.0490
C 1.4905 9.3584 0.1094
Cl 3.1658 9.0220 0.6239
H 0.7000 7.5483 0.9770
H -0.3887 8.3726 -0.1346
H 1.0679 10.0466 0.8409
H 1.5288 9.8623 -0.8536
Cl -0.7501 7.6522 3.1921
C -0.1657 8.6528 4.5479
C 1.3238 8.5226 4.7418
Cl 1.7893 6.9057 5.3305
H -0.7140 8.3603 5.4397
H -0.4188 9.6861 4.3139
H 1.6579 9.2420 5.4882
H 1.8676 8.7102 3.8174
Cl 0.6419 -4.8320 -0.3508
C 2.2931 -4.2201 -0.6306
C 2.3118 -2.7303 -0.8577
Cl 1.5574 -2.2798 -2.4065
H 2.7134 -4.7584 -1.4773
H 2.8760 -4.4660 0.2561
H 3.3410 -2.3752 -0.8918
H 1.7923 -2.1988 -0.0622
Cl -1.3173 5.7371 6.1185
C -1.2105 4.6067 7.4927
C -0.9190 3.1976 7.0424
Cl -2.2913 2.4731 6.1643
H -2.1423 4.6647 8.0507
H -0.4040 4.9619 8.1336
H -0.7317 2.5671 7.9075
H -0.0504 3.1591 6.3941
Cl -4.3704 -3.3484 -1.4578
C -3.3699 -4.6583 -0.7769
C -4.0109 -6.0123 -0.9438
Cl -5.4688 -6.1993 0.0669
H -3.1868 -4.4308 0.2708
H -2.4174 -4.6370 -1.3059
H -3.3118 -6.7872 -0.6363
H -4.2931 -6.1955 -1.9780
Cl -1.1916 -7.9443 -1.9611
C 0.5656 -8.2315 -2.0796
C 0.9139 -9.2291 -3.1524
Cl 0.3744 -10.8786 -2.7389
H 0.9173 -8.5552 -1.1027
H 1.0248 -7.2700 -2.3079
H 2.0002 -9.2661 -3.2743
H 0.4689 -8.9598 -4.1083
Cl 3.6823 -8.0466 -4.0386
C 5.4450 -8.3260 -4.1384
C 5.7987 -9.3242 -5.2088
Cl 5.2566 -10.9665 -4.7974
H 5.7883 -8.6513 -3.1593
H 5.9062 -7.3650 -4.3622
H 6.8797 -9.3679 -5.3240
H 5.3611 -9.0550 -6.1678
Cl 1.4162 1.1613 7.2600
C 1.5521 -0.5227 6.6913
C 0.2218 -1.0690 6.2373
Cl -0.9072 -1.2949 7.5960
H 1.9761 -1.1176 7.4967
H 2.2550 -0.5211 5.8593
H 0.3650 -2.0457 5.7768
H -0.2527 -0.4122 5.5110
Cl 9.5565 -8.9796 -5.4694
C 10.5144 -10.2969 -4.7419
C 9.8742 -11.6504 -4.9277
Cl 8.3760 -11.8391 -3.9778
H 10.6556 -10.0646 -3.6892
H 11.4870 -10.2819 -5.2313
H 10.5611 -12.4239 -4.5872
H 9.6341 -11.8399 -5.9714

Cartesian forces (eV/Å) of the 2 atoms listed first:
C 0.0952 0.2921 0.1894
C -0.2386 0.0078 0.0211


[3]
Entry from the OMol25 dataset: a structure of composition F2FeH8O4 in a non-equilibrium geometry (wB97M-V/def2-TZVPD).

- expectation value of S² = 8.76
- ΔE to the lowest compared entry with this formula, charge and spin (kcal per mole) = 0.0
- electronic energy (Ha) = -1768.9498
- spin multiplicity = 6
- Kohn-Sham gap (spin up / spin down) (eV) = 11.200 / 8.508
- charge = +1
- HOMO (spin up / spin down) (eV) = -15.62 / -15.03
- LUMO level (spin up / spin down) (eV) = -4.42 / -6.52

Atoms and positions in Å:
Fe 9.9674 29.0285 17.9721
F 11.4029 27.6136 17.4320
F 10.3121 29.1291 20.0197
O 9.2739 28.8896 15.9220
H 9.5083 28.2109 15.2890
H 8.3938 29.1642 15.6645
O 8.1038 30.2388 18.1276
H 7.8200 30.7410 17.3637
H 7.6805 30.6707 18.8696
O 11.1839 30.6315 17.5341
H 10.8466 31.2923 16.9293
H 12.1218 30.8141 17.5904
O 8.6595 27.2371 18.1950
H 7.7351 27.4777 18.1334
H 8.6560 26.2811 18.2428

Cartesian forces (eV/Å) of the 2 atoms listed first:
Fe 3.1871 -3.3908 3.1066
F -2.4752 2.5265 0.6404


- Which of these has the highest electronic energy?
  C12H16N2


- Look up the charge of the third one.
  +1


- Which formula does entry 2 have?
  C31H58B3Cl18NO3